Entry 1:
{
  "formula": "C36H30AsAuNO3P",
  "method": "ωB97M-V/def2-TZVPD",
  "species": ["Au", "O", "N", "O", "O", "As", "C", "C", "C", "C", "C", "C", "C", "C", "C", "C", "C", "C", "C", "C", "C", "C", "C", "C", "H", "H", "H", "H", "H", "H", "H", "H", "H", "H", "H", "H", "H", "H", "H", "C", "C", "C", "C", "C", "C", "P", "C", "C", "C", "C", "C", "C", "C", "C", "C", "C", "C", "C", "H", "H", "H", "H", "H", "H", "H", "H", "H", "H", "H", "H", "H", "H", "H"],
  "positions_angstrom": [[-0.21, -2.53, 1.19], [-2.25, -2.11, 4.48], [-1.42, -2.00, 3.64], [-1.58, -2.86, 2.64], [1.23, -2.15, -0.25], [2.26, -0.98, 0.37], [1.44, 0.58, 1.10], [0.90, 0.50, 2.38], [0.24, 1.60, 2.91], [0.14, 2.77, 2.17], [0.68, 2.84, 0.89], [1.33, 1.74, 0.35], [3.32, -1.76, 1.75], [4.02, -0.97, 2.66], [4.80, -1.58, 3.63], [4.88, -2.97, 3.69], [4.17, -3.75, 2.78], [3.38, -3.15, 1.81], [3.40, -0.48, -1.09], [3.36, -1.26, -2.24], [4.18, -0.94, -3.30], [5.03, 0.15, -3.22], [5.07, 0.93, -2.07], [4.25, 0.61, -1.00], [0.95, -0.42, 2.95], [-0.20, 1.53, 3.90], [-0.38, 3.62, 2.58], [0.58, 3.75, 0.31], [1.72, 1.79, -0.67], [3.94, 0.11, 2.62], [5.35, -0.98, 4.34], [5.48, -3.44, 4.45], [4.22, -4.83, 2.84], [2.81, -3.74, 1.11], [2.68, -2.11, -2.29], [4.16, -1.55, -4.20], [5.67, 0.40, -4.06], [5.73, 1.78, -2.01], [4.28, 1.22, -0.10], [-5.50, 3.23, 1.01], [-5.40, 2.76, -0.30], [-4.39, 1.87, -0.65], [-3.47, 1.44, 0.31], [-3.58, 1.91, 1.61], [-4.59, 2.80, 1.96], [-2.12, 0.24, -0.03], [-1.23, 1.00, -1.44], [-0.31, 0.21, -2.13], [0.52, 0.78, -3.09], [0.46, 2.14, -3.36], [-0.45, 2.93, -2.68], [-1.29, 2.36, -1.72], [-3.07, -1.09, -0.88], [-3.38, -1.09, -2.24], [-4.15, -2.10, -2.78], [-4.62, -3.13, -1.98], [-4.31, -3.15, -0.63], [-3.54, -2.13, -0.08], [-6.29, 3.92, 1.28], [-6.11, 3.08, -1.05], [-4.33, 1.50, -1.66], [-2.87, 1.57, 2.36], [-4.67, 3.15, 2.98], [-0.23, -0.85, -1.91], [1.22, 0.15, -3.62], [1.11, 2.57, -4.11], [-0.52, 3.99, -2.89], [-1.99, 3.00, -1.19], [-3.01, -0.29, -2.88], [-4.38, -2.09, -3.84], [-5.22, -3.93, -2.41], [-4.66, -3.95, 0.01], [-3.29, -2.16, 0.98]],
  "charge": 0,
  "fmax_ha_per_bohr": 0.00258,
  "total_energy_ev": -119268.4493
}

Entry 2:
{
  "formula": "C36H30BrCrN4OSSi",
  "method": "ωB97M-V/def2-TZVPD",
  "species": ["Cr", "N", "C", "C", "C", "C", "C", "C", "S", "N", "C", "C", "C", "C", "C", "C", "N", "H", "H", "H", "H", "H", "H", "H", "H", "H", "C", "C", "C", "C", "C", "Br", "N", "C", "H", "H", "H", "H", "H", "H", "O", "Si", "C", "C", "C", "C", "C", "C", "C", "C", "C", "C", "C", "C", "C", "C", "C", "C", "C", "C", "H", "H", "H", "H", "H", "H", "H", "H", "H", "H", "H", "H", "H", "H", "H"],
  "positions_angstrom": [[1.20, -0.47, -0.99], [2.62, -2.72, 2.28], [2.26, -4.09, 2.33], [2.72, -4.88, 3.36], [2.37, -6.23, 3.41], [1.58, -6.77, 2.41], [1.14, -5.97, 1.36], [1.46, -4.63, 1.33], [0.81, -3.62, 0.03], [1.74, -2.20, 0.17], [2.45, -1.92, 1.21], [3.13, -0.59, 1.22], [4.10, -0.20, 2.13], [4.63, 1.08, 2.03], [4.19, 1.93, 1.04], [3.23, 1.47, 0.15], [2.72, 0.24, 0.24], [3.15, -2.36, 3.06], [3.34, -4.45, 4.13], [2.72, -6.84, 4.22], [1.32, -7.82, 2.43], [0.53, -6.40, 0.57], [4.46, -0.88, 2.89], [5.38, 1.40, 2.74], [4.57, 2.93, 0.94], [2.83, 2.08, -0.64], [-3.91, -2.39, -1.81], [-2.61, -2.01, -2.45], [-2.45, -1.91, -3.82], [-1.23, -1.55, -4.37], [-0.19, -1.29, -3.50], [1.49, -0.77, -4.16], [-0.31, -1.37, -2.18], [-1.50, -1.72, -1.67], [-4.66, -2.64, -2.56], [-4.29, -1.56, -1.20], [-3.79, -3.25, -1.15], [-3.29, -2.13, -4.48], [-1.09, -1.47, -5.44], [-1.55, -1.78, -0.59], [0.54, 1.22, -1.55], [-0.50, 2.10, -0.67], [-1.34, 0.91, 0.55], [-0.58, 0.15, 1.45], [-1.15, -0.86, 2.22], [-2.51, -1.12, 2.12], [-3.29, -0.36, 1.26], [-2.71, 0.63, 0.48], [-1.80, 2.81, -1.80], [-2.52, 3.98, -1.49], [-3.52, 4.44, -2.33], [-3.83, 3.75, -3.49], [-3.13, 2.59, -3.81], [-2.13, 2.13, -2.97], [0.39, 3.44, 0.29], [1.17, 4.36, -0.41], [1.92, 5.32, 0.25], [1.90, 5.38, 1.64], [1.12, 4.48, 2.36], [0.37, 3.52, 1.69], [0.47, 0.36, 1.58], [-0.54, -1.44, 2.90], [-2.96, -1.89, 2.73], [-4.36, -0.53, 1.21], [-3.33, 1.21, -0.20], [-2.28, 4.53, -0.59], [-4.06, 5.35, -2.08], [-4.61, 4.11, -4.14], [-3.37, 2.05, -4.72], [-1.57, 1.24, -3.24], [1.18, 4.33, -1.49], [2.51, 6.04, -0.31], [2.48, 6.13, 2.16], [1.08, 4.54, 3.44], [-0.25, 2.85, 2.26]],
  "multiplicity": 5,
  "charge": 1,
  "fmax_ha_per_bohr": 0.00966,
  "total_energy_ev": -163003.4213
}

Entry 3:
{
  "formula": "C36H30IP2Pb",
  "method": "ωB97M-V/def2-TZVPD",
  "species": ["Pb", "C", "C", "P", "C", "C", "C", "C", "C", "C", "C", "C", "C", "C", "C", "C", "P", "C", "C", "C", "C", "C", "C", "C", "C", "C", "C", "C", "C", "H", "H", "H", "H", "H", "H", "H", "H", "H", "H", "H", "H", "H", "H", "H", "H", "H", "H", "H", "H", "H", "H", "H", "H", "I", "C", "C", "C", "C", "C", "C", "C", "C", "C", "C", "H", "H", "H", "H", "H", "H"],
  "positions_angstrom": [[0.72, 1.28, 0.06], [-0.50, -2.16, -1.59], [0.82, -1.89, -2.30], [2.38, -2.57, -1.65], [2.26, -3.95, -0.56], [3.34, -4.23, 0.31], [3.34, -5.40, 1.08], [2.22, -6.24, 1.10], [1.09, -5.87, 0.33], [1.15, -4.83, -0.58], [2.91, -1.27, -0.54], [2.83, -1.31, 0.88], [3.46, -0.34, 1.67], [4.13, 0.74, 1.09], [4.03, 0.91, -0.31], [3.47, -0.07, -1.11], [-1.23, -0.71, -0.69], [-2.49, 0.20, -1.56], [-3.27, 1.06, -0.76], [-4.21, 1.89, -1.37], [-4.39, 1.88, -2.77], [-3.60, 0.99, -3.54], [-2.64, 0.18, -2.96], [-2.12, -1.58, 0.60], [-3.52, -1.68, 0.65], [-4.09, -2.48, 1.64], [-3.29, -3.21, 2.52], [-1.89, -3.11, 2.46], [-1.30, -2.27, 1.52], [-0.47, -2.99, -0.87], [-1.27, -2.49, -2.32], [1.05, -0.80, -2.44], [0.79, -2.29, -3.33], [4.17, -3.52, 0.41], [4.21, -5.61, 1.67], [2.24, -7.15, 1.67], [0.17, -6.44, 0.42], [0.34, -4.68, -1.30], [2.33, -2.14, 1.36], [3.37, -0.47, 2.74], [4.71, 1.45, 1.67], [4.43, 1.79, -0.76], [3.47, 0.02, -2.19], [-3.13, 1.07, 0.32], [-4.83, 2.51, -0.73], [-5.11, 2.52, -3.21], [-3.76, 0.88, -4.59], [-1.99, -0.44, -3.58], [-4.15, -1.10, -0.01], [-5.16, -2.54, 1.71], [-3.78, -3.85, 3.25], [-1.25, -3.66, 3.14], [-0.22, -2.11, 1.51], [-0.34, 1.98, 2.91], [0.16, 4.03, 2.20], [0.18, 5.01, 3.17], [0.29, 6.39, 2.82], [0.32, 6.72, 1.47], [0.36, 5.73, 0.46], [0.41, 6.12, -0.89], [0.34, 5.18, -1.88], [0.23, 3.80, -1.54], [0.19, 3.40, -0.23], [0.23, 4.35, 0.81], [0.15, 4.69, 4.19], [0.34, 7.17, 3.57], [0.36, 7.75, 1.13], [0.59, 7.17, -1.09], [0.29, 5.49, -2.91], [0.14, 3.09, -2.35]],
  "charge": 3,
  "fmax_ha_per_bohr": 0.03921,
  "total_energy_ev": -69715.9822
}

Entry 4:
{
  "formula": "C36H30N3O11",
  "method": "ωB97M-V/def2-TZVPD",
  "species": ["C", "C", "C", "N", "N", "C", "C", "N", "O", "C", "H", "H", "H", "H", "H", "H", "H", "H", "H", "H", "C", "C", "C", "O", "C", "C", "C", "O", "H", "H", "H", "H", "C", "C", "C", "O", "C", "C", "C", "O", "H", "H", "H", "H", "C", "C", "C", "O", "C", "C", "C", "O", "H", "H", "H", "H", "C", "C", "C", "O", "C", "C", "C", "O", "H", "H", "H", "H", "C", "C", "C", "O", "C", "C", "C", "O", "H", "H", "H", "H"],
  "positions_angstrom": [[0.54, 3.17, -4.30], [2.00, 3.45, -4.54], [3.00, 2.49, -3.93], [2.34, 4.49, -5.27], [3.28, 4.08, -6.25], [3.14, 3.04, -7.13], [4.30, 3.04, -7.84], [5.05, 4.06, -7.37], [6.30, 4.30, -7.89], [4.43, 4.72, -6.38], [0.21, 2.64, -5.20], [0.43, 2.56, -3.41], [0.02, 4.13, -4.23], [2.86, 2.42, -2.85], [4.01, 2.81, -4.20], [2.85, 1.51, -4.40], [2.29, 2.38, -7.17], [4.51, 2.33, -8.62], [6.83, 3.52, -7.63], [4.81, 5.56, -5.82], [2.36, -1.37, 0.30], [2.16, -0.56, -0.73], [1.60, 0.80, -0.55], [1.41, 1.54, -1.50], [1.26, 1.22, 0.83], [1.46, 0.41, 1.86], [2.03, -0.95, 1.69], [2.21, -1.68, 2.63], [2.77, -2.36, 0.19], [2.40, -0.85, -1.75], [0.85, 2.21, 0.94], [1.22, 0.71, 2.88], [-2.61, -2.81, 1.93], [-3.12, -3.63, 2.84], [-2.53, -3.74, 4.19], [-2.99, -4.48, 5.02], [-1.34, -2.90, 4.49], [-0.83, -2.08, 3.58], [-1.43, -1.97, 2.22], [-0.97, -1.22, 1.38], [-3.03, -2.71, 0.93], [-3.99, -4.24, 2.64], [-0.92, -2.99, 5.48], [0.04, -1.46, 3.78], [-8.32, -3.49, 3.96], [-7.16, -3.79, 3.39], [-6.99, -3.75, 1.92], [-5.93, -4.03, 1.40], [-8.17, -3.37, 1.10], [-9.33, -3.07, 1.67], [-9.50, -3.11, 3.14], [-10.56, -2.84, 3.66], [-8.47, -3.52, 5.03], [-6.29, -4.07, 3.97], [-8.02, -3.35, 0.03], [-10.20, -2.79, 1.09], [0.28, -8.37, 7.12], [-0.51, -9.42, 6.93], [-1.88, -9.27, 6.37], [-2.60, -10.23, 6.20], [-2.32, -7.90, 6.02], [-1.53, -6.84, 6.20], [-0.17, -7.00, 6.77], [0.56, -6.04, 6.94], [1.28, -8.46, 7.53], [-0.21, -10.43, 7.18], [-3.32, -7.80, 5.61], [-1.84, -5.83, 5.96], [5.51, 9.09, -3.81], [4.83, 10.19, -3.50], [3.43, 10.12, -3.00], [2.81, 11.12, -2.72], [2.82, 8.77, -2.86], [3.51, 7.67, -3.17], [4.90, 7.75, -3.67], [5.53, 6.74, -3.95], [6.53, 9.13, -4.17], [5.25, 11.19, -3.59], [1.81, 8.73, -2.49], [3.08, 6.68, -3.08]],
  "charge": 1,
  "fmax_ha_per_bohr": 0.05062,
  "total_energy_ev": -64795.8203
}

Entry 5:
{
  "formula": "C36H31Br2IN3P2Sr",
  "method": "ωB97M-V/def2-TZVPD",
  "species": ["Sr", "C", "N", "P", "C", "C", "C", "C", "C", "C", "C", "C", "C", "C", "C", "C", "P", "C", "C", "C", "C", "C", "C", "C", "C", "C", "C", "C", "C", "H", "H", "H", "H", "H", "H", "H", "H", "H", "H", "H", "H", "H", "H", "H", "H", "H", "H", "H", "H", "H", "H", "H", "Br", "C", "C", "C", "N", "C", "C", "C", "C", "C", "Br", "C", "C", "N", "H", "H", "H", "H", "H", "H", "I", "C", "H", "H"],
  "positions_angstrom": [[-0.35, 0.34, -1.27], [0.69, 1.84, -0.09], [0.93, 0.48, 0.26], [-0.30, -0.11, 1.27], [0.43, -1.76, 1.61], [-0.03, -2.84, 0.85], [0.56, -4.09, 1.01], [1.61, -4.24, 1.90], [2.08, -3.17, 2.64], [1.48, -1.92, 2.50], [-0.01, 0.68, 2.88], [0.77, 1.81, 3.12], [0.88, 2.31, 4.41], [0.21, 1.70, 5.46], [-0.57, 0.58, 5.22], [-0.69, 0.08, 3.94], [1.88, -0.60, -0.65], [2.30, 0.71, -1.83], [3.04, 1.84, -1.43], [3.03, 2.99, -2.20], [2.29, 3.03, -3.38], [1.69, 1.88, -3.85], [1.72, 0.72, -3.08], [3.48, -0.68, 0.22], [4.43, -1.59, -0.24], [5.67, -1.65, 0.38], [5.95, -0.81, 1.44], [5.02, 0.12, 1.88], [3.78, 0.18, 1.27], [-0.23, 2.18, 0.41], [0.63, 1.99, -1.15], [1.45, 2.53, 0.24], [-0.84, -2.69, 0.15], [0.19, -4.93, 0.44], [2.07, -5.22, 2.03], [2.91, -3.29, 3.33], [1.82, -1.09, 3.10], [1.29, 2.32, 2.33], [1.49, 3.18, 4.60], [0.29, 2.10, 6.46], [-1.08, 0.09, 6.04], [-1.31, -0.79, 3.73], [3.55, 1.84, -0.48], [3.55, 3.87, -1.83], [2.22, 3.95, -3.94], [1.18, 1.87, -4.81], [1.32, -0.21, -3.48], [4.18, -2.24, -1.07], [6.41, -2.36, 0.04], [6.91, -0.88, 1.94], [5.25, 0.80, 2.70], [3.03, 0.87, 1.63], [-6.73, -4.10, -1.26], [-5.22, -2.99, -1.30], [-3.96, -3.50, -1.55], [-2.90, -2.61, -1.58], [-3.02, -1.31, -1.35], [-4.25, -0.81, -1.15], [-5.37, -1.62, -1.11], [-4.39, 0.67, -1.21], [-5.57, 1.31, -0.86], [-5.72, 2.65, -1.18], [-7.31, 3.54, -0.74], [-4.70, 3.31, -1.86], [-3.55, 2.59, -2.13], [-3.37, 1.32, -1.79], [-3.82, -4.55, -1.75], [-1.91, -2.94, -1.85], [-6.36, -1.22, -0.98], [-6.37, 0.79, -0.37], [-4.82, 4.33, -2.18], [-2.73, 3.04, -2.69], [-3.12, -0.55, -4.67], [-1.22, 0.20, -4.00], [-1.26, 1.17, -4.50], [-0.59, -0.49, -4.57]],
  "charge": 1,
  "fmax_ha_per_bohr": 0.35365,
  "total_energy_ev": -209894.0797
}

Entry 6:
{
  "formula": "C36H31BrF10N5O2SiTb",
  "method": "ωB97M-V/def2-TZVPD",
  "species": ["Tb", "C", "N", "C", "C", "N", "C", "C", "F", "C", "F", "C", "F", "C", "F", "C", "F", "C", "C", "N", "C", "C", "F", "C", "F", "C", "F", "C", "F", "C", "F", "H", "H", "H", "H", "H", "H", "H", "H", "H", "H", "H", "C", "O", "C", "C", "C", "Br", "C", "C", "C", "O", "C", "N", "C", "C", "C", "C", "C", "C", "N", "H", "H", "H", "H", "H", "H", "H", "H", "H", "H", "H", "C", "Si", "C", "C", "C", "C", "H", "H", "H", "H", "H", "H", "H", "H", "H"],
  "positions_angstrom": [[0.38, 0.22, 0.43], [0.61, -0.04, -3.36], [1.06, 0.89, -2.32], [0.48, 2.21, -2.58], [0.43, 3.04, -1.32], [-0.37, 2.29, -0.36], [-1.25, 2.96, 0.46], [-2.25, 2.20, 1.06], [-2.25, 0.87, 0.78], [-3.20, 2.68, 1.93], [-4.10, 1.85, 2.47], [-3.20, 4.03, 2.25], [-4.10, 4.53, 3.11], [-2.22, 4.83, 1.70], [-2.18, 6.12, 2.02], [-1.27, 4.31, 0.83], [-0.31, 5.15, 0.40], [2.53, 1.00, -2.33], [3.16, -0.22, -1.71], [2.57, -0.56, -0.43], [3.33, -0.41, 0.72], [4.46, 0.39, 0.95], [4.95, 1.19, -0.02], [5.11, 0.43, 2.17], [6.19, 1.20, 2.31], [4.64, -0.28, 3.25], [5.27, -0.22, 4.43], [3.50, -1.05, 3.09], [3.00, -1.73, 4.12], [2.89, -1.08, 1.86], [1.75, -1.81, 1.73], [0.80, 0.35, -4.36], [1.13, -1.00, -3.28], [-0.46, -0.21, -3.26], [1.04, 2.73, -3.38], [-0.54, 2.07, -2.92], [1.44, 3.25, -0.94], [0.00, 4.01, -1.57], [2.89, 1.16, -3.35], [2.81, 1.88, -1.74], [3.01, -1.05, -2.40], [4.24, -0.08, -1.66], [-1.95, -1.52, 2.72], [-1.21, -1.66, 1.49], [-0.82, -2.92, 1.14], [-0.94, -4.03, 1.94], [-0.49, -5.26, 1.46], [-0.67, -6.79, 2.55], [0.10, -5.37, 0.22], [0.25, -4.23, -0.58], [-0.25, -3.02, -0.12], [-0.22, -1.85, -0.87], [0.98, -4.32, -1.85], [0.80, -5.21, -2.79], [1.80, -4.95, -3.72], [2.08, -5.60, -4.92], [3.16, -5.16, -5.66], [3.96, -4.09, -5.22], [3.70, -3.43, -4.03], [2.60, -3.87, -3.30], [2.02, -3.44, -2.11], [-2.78, -2.23, 2.72], [-2.31, -0.50, 2.75], [-1.28, -1.69, 3.57], [-1.36, -3.97, 2.93], [0.47, -6.32, -0.15], [0.07, -2.04, -1.77], [1.47, -6.43, -5.24], [3.40, -5.65, -6.59], [4.81, -3.78, -5.82], [4.33, -2.62, -3.70], [2.38, -2.78, -1.42], [0.29, 1.13, 6.71], [-0.91, 1.63, 5.38], [-2.52, 0.72, 5.63], [-1.22, 3.46, 5.39], [-0.20, 1.16, 3.76], [0.31, 0.89, 2.68], [-0.10, 1.42, 7.69], [1.27, 1.59, 6.58], [0.42, 0.05, 6.71], [-2.87, 0.91, 6.64], [-2.39, -0.37, 5.52], [-3.29, 1.04, 4.93], [-1.32, 3.83, 6.42], [-2.14, 3.70, 4.86], [-0.40, 4.00, 4.92]],
  "multiplicity": 7,
  "charge": 0,
  "fmax_ha_per_bohr": 0.02509,
  "total_energy_ev": -176907.6151
}